{
  "formula": "C4H40O15S",
  "method": "wB97M-V/def2-TZVPD",
  "elements": ["H", "H", "C", "H", "H", "H", "H", "O", "C", "H", "O", "O", "H", "H", "H", "O", "H", "O", "H", "O", "O", "S", "C", "H", "H", "O", "H", "H", "H", "H", "O", "O", "H", "C", "H", "H", "H", "H", "H", "H", "O", "H", "H", "H", "H", "H", "O", "H", "H", "H", "O", "H", "H", "H", "O", "H", "H", "H", "H", "O"],
  "xyz": [[1.79500, 3.52446, 3.24573], [1.93992, 3.11123, -0.51114], [1.20879, -0.38102, 3.30262], [4.26855, 1.62421, 0.63712], [2.06139, -0.10403, 3.92968], [-1.04801, -1.47407, 2.70571], [3.83528, -0.64653, -0.11407], [2.27030, 1.71352, -2.25206], [-0.67899, -2.20345, 3.41847], [-0.99146, -3.21372, 3.12820], [-1.80360, 2.31657, -0.23150], [-0.30674, 1.92509, -2.57157], [-1.49395, -0.05157, -4.94930], [-0.59448, 0.71173, 1.99356], [-1.09042, -1.88353, 4.37158], [4.76493, -0.53102, 0.10314], [0.31689, 1.46582, 0.55888], [-2.78794, -0.35087, 3.21771], [0.21413, -1.60248, -2.18176], [-3.19000, -3.14137, 0.01939], [0.13666, -2.03003, -3.04366], [1.15893, -2.24566, 3.44457], [0.18285, 0.61278, 1.23177], [-0.64011, -0.79600, -3.82280], [-3.48536, -3.73498, 0.68564], [-3.93201, -0.33281, 0.63744], [2.45427, 2.46159, -2.82031], [-0.56495, 1.24473, -3.23341], [-0.51371, -2.74856, -2.94752], [-4.27262, -0.83358, -0.10373], [3.84727, 2.03671, -0.12227], [-3.27548, -0.13886, -2.31476], [-0.91507, 1.78410, -1.83023], [1.48281, 0.03127, 1.82049], [0.78612, 4.07718, -0.61820], [-1.38384, -4.30488, -1.34703], [1.79255, -0.87983, 1.31273], [-0.29291, -0.11391, 0.55325], [-3.21303, 0.28603, 0.49291], [2.68414, 3.33749, 2.02023], [1.02815, 3.23615, -0.21202], [-2.46103, -3.64026, -2.15682], [-3.18908, 0.49019, 3.46031], [2.65298, -1.72712, -2.10339], [-3.33236, -0.60545, 2.45336], [2.17398, -0.28731, -2.44426], [-1.59643, -4.05990, -2.25405], [2.30389, 0.73381, 1.71242], [1.30681, 1.53124, -2.15150], [3.70870, 1.32067, -0.74762], [2.24627, -0.94123, -1.72556], [-2.61875, 2.65313, 0.12606], [-3.14552, -2.28592, 0.42640], [-0.94205, 2.60025, 0.11159], [2.71241, 3.55054, 2.95967], [0.34350, 0.06573, 3.76401], [-2.69089, 0.62250, -2.37906], [-3.14654, -0.46722, -3.21009], [5.26943, -1.19618, 0.56152], [-1.34965, -0.11539, -4.00651]],
  "energy_ha": -1703.15708,
  "gap_ev": 8.1,
  "lumo_energy_ha": 0.0012,
  "spin_multiplicity": 1,
  "largest_force_ev_per_a": 2.7
}



{
  "formula": "C25H33O2ScSe",
  "method": "wB97M-V/def2-TZVPD",
  "elements": ["H", "C", "C", "H", "H", "H", "H", "H", "H", "C", "C", "Sc", "H", "C", "C", "H", "C", "H", "H", "H", "H", "H", "C", "C", "C", "H", "H", "C", "H", "H", "H", "H", "O", "C", "C", "C", "H", "H", "H", "Se", "H", "H", "H", "H", "H", "H", "H", "H", "O", "C", "C", "C", "C", "C", "C", "C", "C", "H", "C", "C", "C", "H"],
  "xyz": [[-0.43318, -3.51644, 2.22846], [1.45775, -2.26993, -7.79569], [-2.15360, 0.22017, -0.62831], [2.32088, -2.46110, -5.76972], [0.98559, -3.58966, -6.07491], [-2.34566, -1.72048, -1.75021], [1.97909, -2.74582, 5.71771], [0.03075, 2.69308, -2.59008], [1.86087, 0.15153, -3.44168], [2.84086, -2.60700, 2.41892], [0.86340, 0.04798, -3.92134], [0.24406, -0.38094, -0.54700], [-1.03118, -0.85950, 2.34440], [-1.54889, -1.77687, 0.35322], [1.87492, -2.77857, 4.62939], [0.57063, 0.33282, -6.66255], [-2.15233, 0.53820, -4.27739], [3.47789, -0.23888, -0.38350], [2.49435, -1.94053, -8.00932], [-0.11351, 1.31885, -5.59600], [-3.00949, 0.58129, -3.57645], [3.68353, -2.37649, 1.75232], [1.36498, -2.57944, -6.28110], [0.63427, -3.12588, 4.05887], [2.58393, 0.33766, -0.14146], [0.86743, -0.30209, -8.66339], [0.26711, 1.63664, 1.91095], [-0.99374, 2.33655, -2.81940], [0.91501, 2.22202, -4.43972], [0.85172, -0.85938, -4.61229], [-1.56716, 2.24688, -1.87851], [3.89655, -2.12106, 4.23632], [-0.25025, -0.11236, -2.97847], [1.95987, 1.31063, -0.97950], [2.96082, -2.47094, 3.80608], [1.60718, -2.95290, 1.82540], [-1.47446, 3.08751, -3.48263], [2.35003, 1.66948, -1.93430], [-2.08725, -0.52449, -4.60640], [1.38759, -2.93464, -0.02219], [-1.46693, -2.84384, 0.54532], [-0.45303, -1.47857, -8.62945], [1.28557, -3.18509, -8.37224], [0.23357, 2.71354, -0.55912], [2.21757, -0.18838, 2.01435], [-1.99094, 1.43055, 1.24406], [-0.24264, -3.29241, 4.68877], [-1.03205, -0.47034, -6.62103], [0.42962, -1.59105, -5.69189], [0.51290, -3.24867, 2.67777], [-0.88472, 1.06177, -3.60575], [0.03860, -0.64100, -6.75276], [-1.81785, 0.48533, 0.72787], [0.87946, 1.89513, -0.23757], [-2.01441, -1.18498, -0.86188], [0.30674, 1.31414, -4.57486], [1.92050, 0.35413, 1.12367], [-2.59266, 0.94061, -1.31298], [0.88097, 1.32164, 1.06940], [-1.36800, -0.73450, 1.31380], [0.45388, -1.15344, -8.11741], [-2.39290, 1.14362, -5.16170]],
  "energy_ha": -4284.96828,
  "gap_ev": 7.0,
  "lumo_energy_ha": 0.0127,
  "spin_multiplicity": 1,
  "largest_force_ev_per_a": 5.1,
  "de_lowest_ev": 2.870
}



{
  "formula": "CH3F3OSi",
  "method": "wB97M-V/def2-TZVPD",
  "elements": ["O", "F", "H", "H", "H", "C", "F", "Si", "F"],
  "xyz": [[-1.34221, -0.95963, 0.27102], [1.65944, -0.53611, -1.09285], [-1.36793, 0.52787, -0.93873], [-1.18628, -1.57810, -0.51923], [-1.17785, 0.95412, 0.71937], [-0.80200, 0.31258, -0.02044], [1.69486, 1.67133, 0.07778], [1.02912, 0.22412, 0.12442], [1.49284, -0.61617, 1.37865]],
  "energy_ha": -704.42144,
  "gap_ev": 11.3,
  "lumo_energy_ha": 0.0203,
  "spin_multiplicity": 1,
  "largest_force_ev_per_a": 3.1,
  "de_lowest_ev": 0.000
}



{
  "formula": "C37H50I2NO2TeTi",
  "method": "wB97M-V/def2-TZVPD",
  "elements": ["C", "C", "C", "H", "H", "H", "C", "H", "H", "H", "C", "C", "H", "O", "C", "C", "I", "C", "H", "C", "H", "C", "H", "H", "H", "H", "H", "H", "H", "H", "H", "C", "C", "C", "C", "H", "N", "H", "H", "C", "C", "H", "I", "H", "C", "H", "C", "C", "O", "C", "H", "C", "Ti", "H", "H", "C", "C", "H", "H", "H", "H", "H", "H", "C", "C", "H", "C", "C", "H", "H", "H", "H", "C", "C", "H", "H", "H", "C", "H", "C", "C", "H", "C", "H", "Te", "C", "C", "H", "H", "C", "H", "H", "H", "H"],
  "xyz": [[1.54828, -0.04503, -3.96357], [4.23755, 0.84625, -6.48703], [-3.41812, -3.30227, -1.87882], [0.83244, 4.69675, 2.44668], [-2.28025, 1.55140, 0.45511], [4.71293, -0.68309, -1.94195], [0.33679, 0.36092, 1.41002], [0.83340, 0.73534, -4.21220], [4.55241, -0.90792, 1.07509], [-4.92066, -4.78179, -1.41279], [4.85726, 1.44254, 2.38971], [-3.85251, -3.10855, -3.33900], [-4.67051, -2.39188, -3.42582], [2.00979, -1.14378, 0.90447], [-0.20596, 1.42052, 2.14580], [-1.48695, -0.37823, -0.09355], [0.20471, -3.80426, 1.93463], [-2.98903, -1.94800, -1.29825], [-4.92469, -1.14832, -1.52900], [-2.47989, 0.60735, -0.02419], [-1.69932, 4.36643, 4.27074], [2.88141, 0.13989, -4.63827], [-0.07583, 3.75242, 5.97292], [2.55510, 2.19851, 3.90470], [-5.73949, 0.66866, 1.16615], [1.33762, 2.75902, 5.63581], [0.54959, 5.33353, 4.07418], [-2.02624, 2.68062, 3.90267], [2.52103, -5.17866, 1.80663], [-4.19860, -4.05848, -3.74585], [-5.17434, 3.45717, -0.23023], [-4.36609, 2.73923, -0.10348], [-4.60943, -3.80475, -1.04457], [1.72277, -5.06932, 1.08205], [4.15549, 0.05552, 4.36846], [-4.15119, 2.68264, 0.96678], [-0.25179, -0.40725, 0.45897], [3.92638, 0.96535, 4.92355], [6.16790, -0.48754, -4.04408], [4.53556, -1.01220, 2.16134], [3.87398, -0.89910, -2.59961], [4.76016, 1.60485, 1.31371], [2.55824, -4.22179, -0.71129], [-6.78775, 1.63121, 0.11717], [2.98904, 0.72070, -5.89214], [-1.23695, 1.70281, 2.01789], [-2.32526, -4.37635, -1.82554], [0.08413, 3.23087, 3.88783], [-0.57055, -2.25837, -1.06961], [-4.79793, 1.38845, -0.67105], [3.95963, -1.89893, 2.43158], [4.03098, -0.29473, -3.97002], [0.90725, -1.86508, -0.24081], [1.97540, 4.35170, 3.75574], [-1.58101, 3.82241, 2.60500], [0.91967, 4.47679, 3.51230], [0.28829, 2.91291, 5.38247], [-4.35703, 1.93035, -2.74030], [-3.49171, 3.13493, -0.62599], [-1.49344, -4.14299, -2.48883], [-4.33932, -3.90648, 0.00865], [3.50303, -0.74119, 4.73074], [-0.27408, 2.02235, 5.66903], [1.70404, -0.09151, 1.64278], [5.27582, -0.15935, -4.56348], [-5.58419, 0.66144, -2.60114], [-6.01101, 0.86745, 0.12798], [-1.69591, -1.59883, -0.87576], [5.90582, 1.24504, 2.61307], [2.10518, 1.07578, -6.40755], [1.26978, -6.02012, 0.82617], [4.32124, 1.30821, -7.46110], [-5.20483, 1.57847, -2.14907], [1.94091, 1.64883, 3.20393], [3.71153, -1.97799, -2.63260], [5.56111, -1.17492, 2.49050], [4.57833, 2.36506, 2.90041], [0.58837, 2.07396, 3.05574], [-6.43373, -0.04136, -0.30192], [5.37543, 0.40512, -5.82873], [2.53476, 0.58266, 2.54842], [-5.99671, 2.32424, -2.20378], [-1.39290, 3.53246, 3.64197], [-1.95613, -4.51637, -0.80646], [2.07129, 0.05821, -1.85968], [4.00283, 0.24996, 2.85039], [-3.69442, 0.35997, -0.61480], [6.34716, 0.51773, -6.28918], [5.18627, -0.21368, 4.59692], [-3.92687, -0.93927, -1.16572], [-5.47180, -3.14148, -1.11555], [1.10638, -1.02268, -4.15680], [-3.02219, -2.75541, -3.95369], [-2.74780, -5.32568, -2.15197]],
  "energy_ha": -3357.08863,
  "charge": 3,
  "gap_ev": [4.2, 4.2],
  "lumo_energy_ha": [-0.4283, -0.4282],
  "spin_multiplicity": 1,
  "largest_force_ev_per_a": 4.1
}